(1)
{
  "formula": "C7H6BrN4S",
  "method": "wB97M-V/def2-TZVPD",
  "species": ["C", "C", "C", "C", "C", "C", "C", "N", "N", "N", "N", "S", "Br", "H", "H", "H", "H", "H", "H"],
  "xyz": [[1.137, -0.211, 3.021], [-0.455, 0.330, -2.953], [-1.091, -0.599, -2.371], [-0.341, 1.718, -2.351], [0.335, 1.004, -0.164], [1.494, -0.359, 4.265], [-1.155, -2.172, -0.096], [-0.083, 1.775, -1.006], [1.231, -0.174, 1.790], [-0.352, 2.643, -3.226], [0.608, 0.535, 0.899], [-2.150, -1.265, -1.322], [2.834, 0.930, 4.869], [0.061, 0.104, -3.925], [1.052, -0.927, 5.012], [-1.301, -1.711, 0.821], [-0.126, -1.974, -0.290], [-1.510, -3.224, -0.134], [-0.188, 3.575, -2.840]],
  "nbo_charge": [0.347, -0.253, 0.001, 0.400, 0.657, -0.364, -0.733, -0.551, -0.247, -0.550, -0.252, 0.682, 0.106, 0.328, 0.257, 0.254, 0.260, 0.276, 0.382],
  "e_above_lowest_ev": 5.204,
  "e_lumo_ev": -6.06,
  "total_energy_ha": -3461.056507,
  "total_charge": 1,
  "homo_lumo_gap_ev": 5.95
}

***

(2)
{
  "formula": "C4H5NO",
  "method": "wB97M-V/def2-TZVPD",
  "species": ["C", "C", "C", "O", "C", "N", "H", "H", "H", "H", "H"],
  "xyz": [[-1.161, -0.707, 0.744], [-0.186, 0.430, 0.923], [1.333, 0.302, -1.415], [0.909, -0.614, -2.055], [0.103, 1.199, -0.099], [0.570, 1.536, -1.197], [-2.168, -0.438, 1.071], [-1.206, -1.017, -0.308], [-0.824, -1.568, 1.329], [0.353, 0.584, 1.850], [2.277, 0.293, -0.844]],
  "nbo_charge": [-0.625, -0.366, 0.539, -0.518, 0.385, -0.465, 0.223, 0.233, 0.225, 0.245, 0.124],
  "e_above_lowest_ev": 2.259,
  "e_lumo_ev": 0.95,
  "total_energy_ha": -285.331553,
  "total_charge": 0,
  "homo_lumo_gap_ev": 10.31
}

***

(3)
{
  "formula": "C6H13N",
  "method": "wB97M-V/def2-TZVPD",
  "species": ["H", "N", "C", "C", "H", "H", "H", "H", "C", "C", "C", "C", "H", "H", "H", "H", "H", "H", "H", "H"],
  "xyz": [[-0.269, -2.912, 1.784], [-0.194, -2.010, 2.259], [-0.519, -1.022, 1.543], [-1.657, -1.111, 0.321], [-0.630, -0.083, 2.082], [-2.216, -0.263, -0.053], [-2.426, -1.819, 0.649], [-1.069, -1.543, -0.487], [-0.456, 1.788, -0.440], [0.693, 1.138, -0.687], [0.932, 0.453, -2.003], [1.572, 0.734, 0.413], [-1.183, 1.966, -1.215], [-0.692, 2.161, 0.543], [0.296, 0.860, -2.783], [1.971, 0.567, -2.301], [0.737, -0.616, -1.930], [1.126, -0.396, 0.744], [2.622, 0.899, 0.195], [1.360, 1.208, 1.366]],
  "nbo_charge": [0.328, -0.592, 0.114, -0.688, 0.166, 0.230, 0.219, 0.211, -0.419, 0.017, -0.640, -0.638, 0.191, 0.192, 0.216, 0.212, 0.213, 0.229, 0.223, 0.217],
  "e_above_lowest_ev": 2.740,
  "e_lumo_ev": 0.89,
  "total_energy_ha": -291.058058,
  "total_charge": 0,
  "homo_lumo_gap_ev": 10.04,
  "smiles": "[H]/N=C\\C.C=C(C)C"
}

***

(4)
{
  "formula": "C14H28Br14",
  "method": "wB97M-V/def2-TZVPD",
  "species": ["Br", "C", "C", "Br", "H", "H", "H", "H", "Br", "C", "C", "Br", "H", "H", "H", "H", "Br", "C", "C", "Br", "H", "H", "H", "H", "Br", "C", "C", "Br", "H", "H", "H", "H", "Br", "C", "C", "Br", "H", "H", "H", "H", "Br", "C", "C", "Br", "H", "H", "H", "H", "Br", "C", "C", "Br", "H", "H", "H", "H"],
  "xyz": [[0.067, -4.617, -3.591], [0.080, -4.080, -1.624], [-1.221, -4.656, -0.978], [-1.561, -3.718, 0.754], [0.234, -3.001, -1.612], [0.933, -4.388, -1.019], [-1.161, -5.735, -0.834], [-2.000, -4.456, -1.714], [1.229, 0.259, -4.407], [2.527, -0.857, -3.433], [2.887, -0.127, -2.147], [3.822, -1.479, -1.008], [3.412, -1.007, -4.050], [2.058, -1.826, -3.264], [1.953, 0.354, -1.856], [3.574, 0.625, -2.536], [-2.709, -0.909, 3.995], [-4.068, 0.429, 3.311], [-4.224, 0.189, 1.877], [-5.538, 1.437, 1.247], [-3.671, 1.370, 3.692], [-4.992, 0.194, 3.839], [-4.559, -0.838, 1.733], [-3.297, 0.343, 1.324], [3.169, 2.442, 1.226], [3.289, 0.586, 0.518], [3.259, -0.380, 1.738], [4.929, -0.475, 2.823], [4.241, 0.424, 0.013], [2.475, 0.386, -0.178], [3.001, -1.403, 1.465], [2.494, -0.121, 2.470], [1.621, -0.971, -0.709], [-0.044, -1.267, 0.405], [-1.289, -0.846, -0.359], [-2.905, -1.040, 0.813], [-0.019, -0.709, 1.341], [-0.113, -2.336, 0.607], [-1.458, -1.342, -1.315], [-1.311, 0.213, -0.616], [-0.273, 0.308, -2.317], [0.834, 1.475, -1.300], [0.260, 2.893, -1.434], [1.654, 4.194, -0.882], [1.861, 1.347, -1.641], [0.731, 1.136, -0.269], [-0.641, 3.023, -0.835], [-0.013, 3.069, -2.474], [-1.965, 5.314, 2.571], [-1.856, 3.555, 1.676], [-0.514, 2.910, 1.639], [-0.625, 1.278, 0.497], [-2.174, 3.681, 0.641], [-2.497, 2.933, 2.302], [-0.199, 2.709, 2.663], [0.296, 3.505, 1.218]],
  "nbo_charge": [-0.035, -0.421, -0.437, 0.033, 0.221, 0.222, 0.233, 0.226, 0.007, -0.431, -0.645, 0.134, 0.241, 0.232, 0.279, 0.250, -0.078, -0.392, -0.554, 0.001, 0.229, 0.223, 0.220, 0.246, -0.031, -0.501, -0.456, -0.010, 0.232, 0.175, 0.222, 0.228, 0.158, -0.609, -0.509, 0.130, 0.232, 0.232, 0.212, 0.190, 0.105, -0.580, -0.449, 0.006, 0.219, 0.203, 0.221, 0.240, -0.010, -0.436, -0.484, 0.157, 0.217, 0.221, 0.235, 0.238],
  "e_above_lowest_ev": 29.299,
  "e_lumo_ev": -0.42,
  "total_energy_ha": -36585.392895,
  "total_charge": 0,
  "homo_lumo_gap_ev": 7.16
}

***

(5)
{
  "formula": "C6H9NS",
  "method": "wB97M-V/def2-TZVPD",
  "species": ["C", "C", "S", "C", "C", "C", "N", "C", "H", "H", "H", "H", "H", "H", "H", "H", "H"],
  "xyz": [[-3.379, 0.185, -1.452], [-2.268, -0.173, -1.669], [-0.804, -0.805, -2.115], [0.948, -0.062, -1.289], [0.935, 0.415, 0.047], [2.044, -0.161, 0.883], [-0.428, 0.357, 0.631], [-0.935, 0.165, 1.846], [-4.356, 0.415, -1.376], [1.600, 0.552, -1.888], [1.344, -0.964, -1.502], [0.911, 1.474, 0.194], [2.961, 0.190, 1.504], [2.326, -0.804, 0.007], [1.530, -0.884, 1.571], [-1.987, 0.322, 1.872], [-0.443, -0.222, 2.736]],
  "nbo_charge": [-0.221, -0.232, 0.221, -0.367, -0.158, -0.664, -0.394, -0.089, 0.218, 0.225, 0.199, 0.244, 0.250, 0.215, 0.217, 0.185, 0.153],
  "e_above_lowest_ev": 6.342,
  "e_lumo_ev": 0.50,
  "total_energy_ha": -686.729735,
  "total_charge": 0,
  "homo_lumo_gap_ev": 8.92,
  "smiles": "C#CSC[C@H](C)N=C"
}

***

(6)
{
  "formula": "C20H58N5O6",
  "method": "wB97M-V/def2-TZVPD",
  "species": ["O", "H", "H", "H", "C", "C", "C", "O", "C", "N", "H", "H", "H", "H", "H", "H", "H", "H", "H", "H", "H", "C", "C", "C", "O", "C", "N", "H", "H", "H", "H", "H", "H", "H", "H", "H", "H", "H", "C", "C", "C", "O", "C", "N", "H", "H", "H", "H", "H", "H", "H", "H", "H", "H", "H", "C", "C", "C", "O", "C", "N", "H", "H", "H", "H", "H", "H", "H", "H", "H", "H", "H", "C", "C", "C", "O", "C", "N", "H", "H", "H", "H", "H", "H", "H", "H", "H", "H", "H"],
  "xyz": [[-0.686, -0.490, 0.364], [-1.048, -0.205, -0.412], [-0.927, -1.525, 0.540], [-0.976, 0.095, 1.291], [0.995, -3.242, 1.321], [-0.483, -3.663, 1.087], [-1.398, -3.205, 2.292], [-1.369, -1.782, 2.458], [-2.161, -1.454, 3.574], [-0.917, -3.108, -0.200], [1.094, -2.239, 1.479], [1.623, -3.414, 0.353], [1.542, -3.687, 2.081], [-0.608, -4.678, 0.693], [-1.067, -3.729, 3.250], [-2.513, -3.658, 1.988], [-2.196, -0.353, 3.731], [-1.690, -1.745, 4.417], [-3.040, -1.767, 3.509], [-1.878, -3.396, -0.346], [-0.654, -3.754, -0.819], [-2.755, 2.166, 1.778], [-1.408, 2.334, 2.220], [-1.390, 3.220, 3.452], [-1.899, 4.502, 3.216], [-1.670, 5.544, 4.225], [-0.753, 1.076, 2.413], [-3.540, 1.638, 2.441], [-2.925, 1.613, 0.746], [-3.181, 3.184, 1.668], [-1.247, 3.173, 1.437], [-0.474, 3.320, 3.949], [-1.990, 2.769, 4.189], [-1.750, 6.431, 3.938], [-0.562, 5.555, 4.598], [-2.202, 5.432, 5.264], [-1.009, 0.776, 3.362], [0.183, 1.460, 2.392], [1.719, -1.378, -2.779], [2.815, -1.124, -3.740], [2.379, -0.693, -5.097], [1.504, -1.719, -5.770], [0.891, -1.251, -6.989], [3.641, -0.095, -3.134], [0.909, -2.043, -3.134], [1.061, -0.506, -2.489], [2.015, -1.754, -1.895], [3.525, -2.091, -3.847], [3.246, -0.487, -5.824], [1.766, 0.149, -5.069], [0.121, -1.913, -7.379], [1.741, -1.012, -7.652], [0.252, -0.420, -6.804], [4.589, 0.121, -3.518], [3.946, -0.224, -2.237], [2.205, 1.436, 0.294], [2.594, 0.914, 1.638], [3.960, 0.402, 1.888], [4.206, -0.607, 0.910], [5.378, -1.355, 1.256], [2.139, 1.851, 2.628], [1.125, 1.541, 0.174], [2.506, 0.556, -0.333], [2.701, 2.435, -0.042], [1.975, 0.115, 1.688], [4.107, 0.041, 2.870], [4.616, 1.307, 1.501], [6.352, -0.752, 1.538], [5.609, -2.138, 0.577], [4.974, -2.074, 1.996], [2.197, 1.586, 3.632], [2.808, 2.629, 2.744], [-1.754, -0.208, -3.388], [-2.241, 0.982, -2.595], [-3.505, 0.520, -1.725], [-3.145, -0.344, -0.598], [-4.292, -0.838, 0.040], [-1.230, 1.531, -1.708], [-1.295, 0.451, -4.126], [-2.558, -0.750, -3.918], [-1.256, -0.947, -2.874], [-2.799, 1.580, -3.414], [-4.185, 0.197, -2.574], [-3.941, 1.588, -1.367], [-4.970, -0.142, 0.490], [-3.999, -1.483, 0.857], [-4.953, -1.227, -0.659], [-1.822, 2.500, -1.579], [-0.716, 1.905, -2.408]],
  "lowdin_charge": [0.064, -0.008, 0.121, 0.124, -0.024, -0.355, -0.150, -0.210, -0.061, 0.038, 0.019, 0.123, 0.056, 0.143, 0.148, 0.178, 0.097, 0.075, 0.024, 0.105, 0.042, -0.106, -0.459, -0.225, -0.163, -0.041, 0.101, 0.115, 0.096, 0.097, 0.188, 0.104, 0.115, -0.015, 0.118, 0.128, 0.101, 0.057, -0.078, -0.449, -0.155, -0.222, -0.104, 0.035, 0.085, 0.088, 0.021, 0.183, 0.150, 0.091, 0.085, 0.095, 0.057, 0.105, 0.015, -0.043, -0.509, -0.190, -0.216, -0.104, 0.024, 0.051, 0.078, 0.125, 0.086, 0.115, 0.175, 0.138, 0.061, 0.089, 0.105, 0.102, -0.058, -0.485, -0.173, -0.220, -0.105, 0.084, 0.088, 0.099, 0.034, 0.164, 0.134, 0.153, 0.084, 0.086, 0.069, 0.169, 0.026],
  "e_above_lowest_ev": 11.283,
  "e_lumo_ev": -1.76,
  "total_energy_ha": -1521.357090,
  "total_charge": 1,
  "homo_lumo_gap_ev": 9.16
}

***

(7)
{
  "formula": "C4H8O2",
  "method": "wB97M-V/def2-TZVPD",
  "species": ["O", "C", "C", "C", "C", "H", "H", "H", "H", "H", "H", "O", "H", "H"],
  "xyz": [[-0.861, -1.764, 0.174], [-1.117, -0.431, -0.086], [-0.652, 0.631, 0.880], [-0.026, 1.330, -0.084], [-0.292, 0.334, -1.176], [0.064, -1.815, 0.465], [-2.184, -0.364, -0.289], [-0.898, 0.848, 1.915], [0.382, 2.334, -0.131], [0.578, -0.222, -1.522], [-0.834, 0.705, -2.049], [1.927, -0.847, 0.766], [1.385, -0.036, 0.953], [2.599, -0.598, 0.112]],
  "nbo_charge": [-0.706, 0.089, -0.254, -0.175, -0.464, 0.489, 0.183, 0.218, 0.209, 0.214, 0.211, -0.978, 0.487, 0.477],
  "e_above_lowest_ev": 2.379,
  "e_lumo_ev": 0.85,
  "total_energy_ha": -307.624998,
  "total_charge": 0,
  "homo_lumo_gap_ev": 10.75,
  "smiles": "O[C@H]1C=CC1.O"
}